Entry 1:
Below is C22H20Co2NO7 as an isolated structure in a non-equilibrium geometry, with properties calculated with the ωB97M-V functional and the def2-TZVPD basis.

M (g mol⁻¹): 528.27
Multiplicity: 1
Charge: -1
Energy relative to the best compared isomer or geometry (same formula, charge and spin) (kJ/mol): 0.0
F_max (eV/A): 4.64
E_LUMO (hartree): 0.0936
Calculated total energy (eV): -114212.6879
Frontier orbital gap (Eh): 0.2454

Element x y z (Å)
C  1.3243  -0.7849  3.6646
C  0.2781  -1.0948  2.6573
C  -0.4725  -0.1492  2.0309
N  -1.4949  -0.4138  1.1728
C  -2.1049  0.7269  0.4856
C  -3.5010  0.3792  -0.0130
O  -3.5160  -0.8709  -0.7079
C  -3.0857  -1.9647  0.1062
C  -1.6776  -1.7693  0.6746
H  1.3828  -1.6127  4.3806
H  2.3217  -0.6880  3.2118
H  1.1086  0.1466  4.2051
H  0.1311  -2.1521  2.4410
H  -0.3045  0.9146  2.2404
H  -2.1470  1.5558  1.2004
H  -1.4848  1.0348  -0.3756
H  -4.2042  0.3689  0.8414
H  -3.8333  1.1136  -0.7591
H  -3.7967  -2.1289  0.9405
H  -3.1007  -2.8322  -0.5695
H  -0.9411  -2.0064  -0.1206
H  -1.5299  -2.4726  1.5000
O  4.2286  4.5576  1.6174
C  4.2600  3.4423  1.9275
Co  4.3980  1.7790  2.3771
C  3.5927  1.9638  3.9290
O  3.0783  2.1378  4.9532
C  3.3461  0.9804  1.2347
O  2.6518  0.4696  0.4543
C  6.3665  1.4355  1.8056
C  6.6982  1.8591  0.4473
C  5.9590  1.3711  -0.6519
C  6.0491  2.0044  -1.8902
C  6.9176  3.0891  -2.0536
C  7.8048  3.4383  -1.0314
C  7.7271  2.8046  0.2097
C  7.0994  1.5963  3.0139
C  7.7173  2.5276  3.7502
Co  6.4856  -0.0401  2.8075
C  5.6432  -1.2828  1.8286
O  5.0711  -2.1226  1.2768
C  5.5797  -0.2836  4.3165
O  5.0015  -0.5371  5.2870
C  8.0205  -0.8673  3.1717
O  8.9472  -1.5158  3.4083
H  5.2894  0.5154  -0.4994
H  5.4265  1.6550  -2.7151
H  6.9194  3.6442  -2.9908
H  8.5518  4.2153  -1.1900
H  8.4087  3.0628  1.0241
H  8.2630  2.2368  4.6471
H  7.6752  3.5895  3.4938

***

Entry 2:
Below is H2NO5PS as an isolated structure in a non-equilibrium geometry, with properties calculated with the ωB97M-V functional and the def2-TZVPD basis.

M (g mol⁻¹): 159.06
Multiplicity: 1
Charge: -2
Energy relative to the best compared isomer or geometry (same formula, charge and spin) (kJ/mol): 357.0
F_max (eV/A): 4.37
E_LUMO (spin up / spin down) (hartree): 0.2489 / 0.2491
Calculated total energy (eV): -31882.9538
Frontier orbital gap (spin up / spin down) (Eh): 0.2694 / 0.2631

Element x y z (Å)
N  -1.7298  -0.2220  0.2629
O  -0.3607  -1.7168  -1.4110
O  1.4801  1.1532  -1.5300
O  0.1402  -1.8495  1.1124
O  2.8392  0.3101  1.1406
O  0.2273  1.8581  0.4542
P  -0.2488  -1.0532  -0.0751
S  1.0945  0.8133  -0.1498
H  -2.0235  0.1443  -0.6362
H  -1.4185  0.5625  0.8319

***

Entry 3:
Below is a 2-piece molecular cluster, C4H10O3 overall in a non-equilibrium geometry, with properties calculated with the ωB97M-V functional and the def2-TZVPD basis.

M (g mol⁻¹): 106.12
Multiplicity: 1
Charge: -2
Energy relative to the best compared isomer or geometry (same formula, charge and spin) (kJ/mol): 70.1
F_max (eV/A): 2.30
E_LUMO (hartree): 0.2479
Calculated total energy (eV): -10449.3078
Frontier orbital gap (Eh): 0.2227

Element x y z (Å)
C  -0.4113  0.0016  -0.0260
C  -0.1256  0.1523  1.4810
C  -1.4547  0.1264  2.3656
O  -1.2360  -0.1678  3.6831
C  0.6353  0.7198  -0.9602
O  0.6324  0.2706  -2.2460
H  -1.4121  0.4347  -0.1856
H  -0.4823  -1.0433  -0.3258
H  0.4817  -0.6698  1.8648
H  0.4110  1.0509  1.7644
H  -1.9041  1.1187  2.1118
H  -2.0343  -0.7581  1.9984
H  0.3754  1.7828  -0.7790
H  1.7022  0.5469  -0.6052
H  1.6210  -0.4675  -3.0425
H  1.1798  -1.7588  -3.6521
O  2.0214  -1.3395  -3.4469